# 1
The following is a DFT calculation (ωB97M-V with the def2-TZVPD basis set) of one molecule with the formula C4H4N2O.

Calculated values
- E_LUMO: -0.011 Eh
- E_tot: -9237.9525 eV
- HOMO energy: -8.91 eV
- Net charge: 0
- Relative energy (zero: lowest compared OMol25 entry of this formula, charge and spin): 58.5 kcal per mole
- M: 96.1 g/mol
- Frontier orbital gap: 8.60 eV

```
11
Properties=species:S:1:pos:R:3:forces:R:3:lowdin_charge:R:1
O 2.4049 -0.6759 0.5067 -0.609 0.122 -0.009 0.10
C 1.2291 -0.4364 0.3804 0.383 0.084 0.017 -0.46
C 0.7095 0.9911 0.2143 -0.062 -0.165 -0.036 -0.14
C -0.7316 1.2775 -0.0748 0.423 -0.575 -0.101 0.00
N -1.3105 0.1265 -0.4582 -0.246 0.182 0.334 -0.01
C -0.8827 -1.1637 -0.0885 0.273 -0.058 0.132 -0.14
N 0.2718 -1.4774 0.3399 -0.206 0.080 -0.133 0.15
H 1.2416 1.6642 0.8880 -0.312 0.073 -0.074 0.12
H 1.0432 1.2695 -0.7978 0.371 0.137 -0.091 0.14
H -2.2597 0.1823 -0.8012 -0.035 -0.020 0.119 0.12
H -1.6604 -1.9285 -0.1033 0.021 0.140 -0.159 0.13
```
Positions in Å, forces in eV/Å.

***

# 2
The following is a DFT calculation (ωB97M-V with the def2-TZVPD basis set) of a 6-piece molecular cluster, C25H44Cl10N3O3 overall in a non-equilibrium geometry.

Calculated values
- E_LUMO: -0.150 Eh
- E_tot: -162457.5246 eV
- HOMO energy: -10.30 eV
- Net charge: +1
- Relative energy (zero: lowest compared OMol25 entry of this formula, charge and spin): 132.1 kcal per mole
- M: 789.2 g/mol
- Frontier orbital gap: 6.21 eV

```
85
Properties=species:S:1:pos:R:3:forces:R:3:lowdin_charge:R:1
C 0.5813 3.7049 -2.7152 -3.142 -6.520 0.517 0.06
C -0.1165 2.5791 -2.6332 4.317 4.928 -0.103 -0.11
C -0.6451 1.0442 -2.4613 0.054 1.878 0.262 -0.12
C 0.1200 0.3510 -1.1948 0.684 -1.012 0.538 -0.33
C -0.2291 0.9732 0.2714 -1.853 0.686 -0.956 -0.06
C -1.4634 1.7733 0.4038 1.758 -0.463 0.280 0.01
N 1.5633 0.7645 -1.4877 1.228 -0.091 3.008 0.07
C 2.3114 -0.1791 -0.6163 -0.197 0.068 -2.447 -0.18
N 3.1775 0.1898 0.3307 -1.829 -0.733 -2.119 0.20
C 3.8926 -0.8594 1.1344 0.380 -2.462 0.083 -0.24
O 5.0249 -0.3759 1.8994 -3.002 1.653 0.341 -0.05
C 4.6547 0.6963 2.7961 3.200 4.710 1.010 -0.34
C 3.2615 0.7557 3.6311 -0.075 -0.611 -0.736 0.00
O 5.4951 1.6680 2.8994 -4.222 -5.307 -0.623 0.05
N 1.8539 -1.5223 -1.0668 0.004 1.559 1.081 0.09
C 0.3412 -1.2642 -1.2052 -1.849 -1.688 -0.361 -0.21
C -0.3686 -2.1700 -0.0670 0.048 -0.326 1.189 -0.13
C 0.5583 -2.3878 1.2676 -0.820 -0.840 0.095 -0.17
C -0.2769 -3.2068 2.4226 1.147 -0.035 -0.612 -0.20
O -1.2119 -2.3677 3.1503 1.169 -0.350 0.200 -0.23
C -0.5467 -1.5055 4.1100 -0.083 0.558 0.571 -0.12
H 1.3475 4.5701 -2.7555 -2.098 -1.846 0.008 0.07
H -0.3605 0.5030 -3.4424 -0.689 0.719 1.703 0.10
H -1.7870 1.1183 -2.3050 1.936 -0.459 -0.353 0.10
H 0.4406 0.8083 1.2036 0.015 1.532 -2.219 0.09
H -1.3629 2.9316 0.2948 -0.292 -1.956 2.235 0.00
H -2.4587 1.2451 0.6450 1.043 0.866 -2.362 0.09
H 1.8174 0.4359 -2.4390 -0.422 0.455 0.560 0.14
H 3.2833 1.2261 0.4640 -0.015 -1.259 -0.181 0.20
H 4.3229 -1.6416 0.3706 -0.817 1.775 1.632 0.06
H 3.1043 -1.4133 1.7601 1.183 1.114 -0.668 0.09
H 3.0149 -0.3013 4.0279 0.359 1.778 -0.514 0.10
H 2.3965 1.0742 2.9234 1.460 -0.604 1.035 0.08
H 3.2886 1.5546 4.4753 0.445 -1.599 -1.643 0.12
H 2.2012 -1.7614 -2.0147 0.346 0.429 0.977 0.15
H -0.0708 -1.6909 -2.2052 1.078 0.762 1.479 0.14
H -1.3654 -1.7371 0.3167 1.459 -0.398 -0.894 0.11
H -0.6139 -3.2310 -0.4796 0.522 1.938 0.518 0.13
H 1.4656 -3.0668 1.0204 -1.434 1.516 0.371 0.06
H 0.8487 -1.3604 1.7000 -0.113 -1.531 -0.647 0.07
H 0.4583 -3.6911 3.1904 -1.068 0.884 -1.345 0.12
H -0.7840 -4.0882 1.8627 0.305 1.655 1.240 0.14
H -1.3306 -1.0296 4.8334 1.211 -0.967 -1.635 0.11
H 0.1934 -2.0801 4.8054 -1.068 0.851 -1.431 0.10
H -0.0211 -0.6452 3.5352 -0.606 -1.304 1.144 0.07
Cl 1.7542 -6.5388 0.9852 -0.002 0.097 -0.024 0.55
C 3.2358 -6.6346 1.9698 0.174 -0.048 0.097 -0.65
C 3.4665 -5.3726 2.7779 -0.035 -0.403 0.314 -0.62
Cl 3.8896 -3.9825 1.7453 0.076 -0.058 -0.012 0.62
H 4.0742 -6.8437 1.3016 -0.155 0.117 0.067 0.07
H 3.1150 -7.4878 2.6413 -0.008 0.175 -0.008 0.08
H 4.3012 -5.5198 3.4671 -0.054 -0.003 -0.156 0.08
H 2.5851 -5.1032 3.3643 0.085 -0.015 -0.200 0.06
Cl -2.5444 -1.3838 -4.2301 0.070 -0.100 -0.012 0.56
C -4.2349 -1.1241 -3.7298 -0.346 0.125 0.086 -0.64
C -4.3637 -0.9201 -2.2321 -0.119 0.135 -0.124 -0.66
Cl -4.0145 -2.4089 -1.3183 0.089 0.029 0.011 0.56
H -4.8241 -1.9775 -4.0721 0.182 0.070 0.118 0.07
H -4.5873 -0.2342 -4.2568 0.087 -0.059 0.114 0.08
H -5.3873 -0.6298 -1.9840 0.098 -0.067 -0.100 0.08
H -3.6917 -0.1370 -1.8730 -0.043 -0.151 -0.073 0.04
Cl -1.6852 5.1490 -0.5134 0.062 0.223 -0.095 0.58
C -3.4416 5.4513 -0.5303 -0.372 -0.013 0.060 -0.63
C -4.1803 4.4824 -1.4334 -0.038 0.146 0.184 -0.70
Cl -3.8197 4.7605 -3.1562 0.076 -0.063 -0.052 0.54
H -3.6038 6.4880 -0.8335 0.098 -0.195 -0.045 0.07
H -3.7916 5.3393 0.4987 0.014 -0.055 -0.133 0.08
H -5.2595 4.6102 -1.3114 0.550 0.074 -0.056 -0.05
H -3.9321 3.4442 -1.1988 0.057 0.154 -0.033 0.06
Cl 5.9818 -1.2650 -1.2924 0.040 -0.088 -0.420 0.60
C 7.2933 -0.8539 -0.1547 0.491 0.314 0.434 -0.63
C 8.5232 -0.3261 -0.8676 -0.044 0.067 0.000 -0.65
Cl 9.3443 -1.5905 -1.8159 -0.069 0.017 -0.016 0.55
H 7.5210 -1.7443 0.4357 -0.048 0.067 -0.218 0.08
H 6.8993 -0.0909 0.5196 0.104 -0.075 -0.170 0.06
H 9.2468 0.0405 -0.1358 -0.169 -0.094 0.005 0.08
H 8.2756 0.4965 -1.5424 -0.015 -0.180 0.073 0.07
Cl -10.7223 4.3426 -0.4971 0.069 0.010 0.008 0.55
C -9.6187 4.9190 -1.7705 0.050 0.076 -0.122 -0.66
C -8.4196 4.0067 -1.9439 -0.218 0.025 -0.397 -0.63
Cl -7.3148 4.0758 -0.5466 -0.461 -0.148 0.281 0.60
H -9.3160 5.9384 -1.5210 0.001 -0.200 0.031 0.07
H -10.1957 4.9527 -2.6977 0.125 -0.087 0.079 0.08
H -7.8420 4.3149 -2.8189 -0.071 0.050 0.115 0.08
H -8.7219 2.9667 -2.0854 0.009 0.176 0.157 0.07
```
Positions in Å, forces in eV/Å.

***

# 3
The following is a DFT calculation (ωB97M-V with the def2-TZVPD basis set) of C20H28IrNO2S as an isolated structure in a non-equilibrium geometry.

Calculated values
- E_LUMO (spin up / spin down): 0.019 / -0.114 Eh
- E_tot: -40444.7181 eV
- HOMO energy (spin up / spin down): -5.33 / -8.26 eV
- Net charge: 0
- Relative energy (zero: lowest compared OMol25 entry of this formula, charge and spin): 0.0 kcal per mole
- Spin multiplicity: 5
- M: 538.7 g/mol
- Frontier orbital gap (spin up / spin down): 5.83 / 5.15 eV

```
53
Properties=species:S:1:pos:R:3:forces:R:3:lowdin_charge:R:1
O 6.1007 -0.2797 -3.9426 0.966 -0.759 -1.677 -0.10
C 5.9946 -0.9415 -5.2578 -0.635 -0.111 -0.258 -0.17
C 7.4929 -1.0001 -5.5156 -0.582 0.313 0.409 -0.08
H 5.4665 -0.3017 -5.9806 -0.037 -0.283 0.317 0.12
H 5.5402 -1.9404 -5.1962 -0.195 0.422 0.095 0.12
C 7.5451 -0.2635 -4.1625 1.227 0.187 0.123 -0.59
H 7.7992 -0.3914 -6.3706 0.194 -0.340 0.151 0.11
H 7.9001 -2.0195 -5.5170 0.059 0.470 -0.098 0.12
C 8.0748 1.1500 -4.2871 -0.011 0.185 0.257 -0.02
H 7.5489 1.7025 -5.0741 0.161 -0.145 0.058 0.09
H 9.1545 1.1126 -4.4999 -0.346 0.119 -0.027 0.09
H 7.9219 1.6943 -3.3489 0.064 -0.058 -0.077 0.09
C 8.2941 -1.0523 -3.1153 0.030 0.060 0.384 -0.02
H 7.9253 -2.0817 -3.0588 0.028 0.148 0.006 0.09
H 8.1798 -0.5800 -2.1346 0.030 -0.106 -0.026 0.09
H 9.3633 -1.0744 -3.3664 -0.237 -0.025 0.057 0.09
Ir -0.1401 -0.0764 0.7957 -4.380 0.362 -2.958 1.16
C -0.5260 -1.9184 2.1530 0.861 -0.275 0.887 -0.17
C -1.2790 -2.1323 0.9749 -0.190 -1.577 -0.580 -0.25
C -0.3849 -2.0821 -0.1540 0.301 -1.060 0.617 -0.24
H -2.3525 -2.3082 0.9276 0.428 0.000 0.055 0.10
C 0.9451 -1.8721 0.3440 0.275 -1.066 0.289 -0.23
C 0.8503 -1.6975 1.7816 -0.011 -2.369 0.020 -0.25
H 1.6624 -1.4618 2.4541 -0.045 -0.257 -0.050 0.11
H -0.9086 -1.9005 3.1661 0.007 0.073 -0.204 0.11
H -0.6650 -2.2108 -1.1887 0.024 0.004 0.041 0.10
H 1.8587 -1.8637 -0.2410 -0.223 0.031 0.091 0.09
C -0.4278 1.9434 1.9448 -0.060 0.868 0.185 -0.19
C 0.7915 1.2872 2.2610 0.934 0.975 0.446 -0.22
C 1.5567 1.1397 1.0333 1.019 2.035 0.489 -0.26
H 1.0959 0.9379 3.2490 -0.112 0.222 -0.420 0.11
C 0.7802 1.7383 -0.0271 1.198 0.654 0.139 -0.19
C -0.4525 2.2049 0.5386 0.552 1.428 1.006 -0.26
H -1.2535 2.7012 0.0007 0.281 -0.137 0.107 0.09
H -1.2292 2.1708 2.6474 0.293 -0.102 -0.274 0.11
H 2.5316 0.6623 0.9370 -0.275 0.408 0.009 0.11
H 1.0874 1.8355 -1.0667 -0.049 -0.152 0.272 0.11
O 2.6193 0.9197 -3.2536 -0.278 -2.065 -0.347 -0.14
C 3.4922 0.0938 -2.4289 0.088 0.164 0.283 -0.18
C 3.6001 -1.3158 -3.0627 -0.863 0.344 -0.031 -0.16
H 3.0743 -0.0084 -1.4128 -0.063 0.238 -0.242 0.09
H 4.4581 0.5953 -2.3518 -0.137 -0.040 -0.127 0.11
C 2.9530 -1.1118 -4.4523 0.316 0.253 0.643 -0.16
H 2.9773 -2.0001 -2.4674 0.131 0.009 -0.259 0.10
H 4.6063 -1.7037 -3.0921 0.187 0.053 0.054 0.09
C 1.9113 -0.0636 -4.0845 0.079 -0.029 0.545 -0.18
H 2.5613 -2.0484 -4.8560 -0.163 0.208 -0.027 0.12
H 3.6751 -0.6891 -5.1460 -0.190 -0.021 -0.014 0.07
H 1.1421 -0.6182 -3.5032 0.060 0.660 -0.037 0.12
H 1.4413 0.4514 -4.9150 0.032 0.162 -0.032 0.12
S -2.4458 0.2445 -0.1297 -0.711 -0.625 0.013 0.72
C -3.3575 0.5431 1.2426 -1.525 1.140 0.921 -0.76
N -4.1153 0.8040 2.1037 1.493 -0.596 -1.203 0.07
```
Positions in Å, forces in eV/Å.

***

# 4
The following is a DFT calculation (ωB97M-V with the def2-TZVPD basis set) of one molecule with the formula C3H6N2O3S3 in a non-equilibrium geometry.

Calculated values
- E_LUMO (spin up / spin down): -0.032 / -0.032 Eh
- E_tot: -44831.5103 eV
- HOMO energy (spin up / spin down): -9.47 / -9.47 eV
- Net charge: 0
- Relative energy (zero: lowest compared OMol25 entry of this formula, charge and spin): 77.5 kcal per mole
- M: 214.3 g/mol
- Frontier orbital gap (spin up / spin down): 8.59 / 8.59 eV

```
17
Properties=species:S:1:pos:R:3:forces:R:3:lowdin_charge:R:1
C 1.6372 -0.7752 -0.8794 -1.216 -0.090 0.344 -0.24
C 0.5324 -1.2489 -1.3560 -3.228 0.459 1.669 0.22
C 0.3682 -0.3959 1.1505 2.056 -0.446 -0.105 -0.34
N 1.6476 -0.2308 0.3981 -0.064 1.415 0.277 -0.48
N -0.6800 -0.5271 0.2398 0.601 -0.211 -4.367 -0.59
O -2.4541 0.8108 -1.0945 1.942 0.972 0.792 -0.35
O -0.1266 1.5977 -1.0010 0.863 1.381 -0.385 -0.31
O -1.6223 1.6339 1.0213 0.501 1.469 0.853 -0.29
S 2.4266 1.2609 0.5759 1.114 0.501 0.476 0.83
S -1.9825 -1.4130 0.7569 -0.846 -2.483 1.127 0.87
S -1.2826 1.2102 -0.2888 -3.652 -3.131 -1.748 0.44
H 2.4685 -0.8265 -1.5374 1.216 0.209 0.068 0.12
H -0.1019 -1.7004 -2.1161 0.459 0.214 0.380 0.11
H 0.6015 -1.2590 1.7009 -0.617 -1.646 0.836 0.11
H 0.0620 0.3531 1.8525 0.789 1.033 0.282 0.11
H 1.5121 2.1224 0.0884 0.010 -0.236 -0.168 -0.13
H -3.0061 -0.6121 0.4890 0.073 0.590 -0.332 -0.10
```
Positions in Å, forces in eV/Å.

***

# 5
The following is a DFT calculation (ωB97M-V with the def2-TZVPD basis set) of one molecule with the formula C7H11BN3O2PS in a non-equilibrium geometry.

Calculated values
- E_LUMO: -0.026 Eh
- E_tot: -36799.8475 eV
- HOMO energy: -8.13 eV
- Net charge: 0
- M: 243.0 g/mol
- SMILES: CP(C)B(CCSc1nnco1)OC#N
- Frontier orbital gap: 7.43 eV

```
26
Properties=species:S:1:pos:R:3:forces:R:3:lowdin_charge:R:1
C 0.6856 2.2516 -2.4454 -0.016 -0.089 0.614 -0.31
P -0.9391 1.4673 -1.8880 -1.558 0.805 -1.117 0.89
C -1.5440 2.2374 -0.2584 1.395 -0.517 0.360 -0.30
B -0.6042 -0.3825 -1.4630 1.184 0.243 0.636 -0.51
C 0.2768 -0.7427 -0.1664 -0.328 -0.325 -0.379 -0.20
C 1.8093 -0.9839 -0.4564 -0.547 -0.583 0.630 -0.43
S 2.7434 -0.9576 1.1778 -1.001 -0.534 0.756 0.91
C 1.4769 -1.2847 2.4407 -1.056 2.080 0.945 -0.63
N 0.9196 -0.2958 3.1877 1.495 -1.674 -1.894 0.01
N -0.0151 -0.8361 4.0170 0.659 -3.812 -1.301 0.03
C 0.0069 -2.1675 3.7378 -0.426 2.555 0.829 -0.14
O 0.9205 -2.5123 2.7673 -0.693 1.348 0.872 0.01
O -1.2109 -1.3732 -2.3430 -2.160 0.405 1.762 0.07
C -2.5429 -1.2433 -2.0864 2.842 0.196 -1.303 -0.34
N -3.6484 -0.9738 -1.9345 -0.461 -0.307 0.308 0.19
H 1.1786 2.6969 -1.5395 -0.077 -0.367 -1.011 0.04
H 1.3278 1.4531 -2.9209 -0.582 1.060 0.448 0.04
H 0.4142 3.0561 -3.1860 0.486 -0.927 0.787 0.03
H -0.6400 2.7184 0.2211 -1.157 -0.221 -0.259 0.04
H -1.8533 1.3910 0.4243 0.040 1.052 -0.700 0.04
H -2.3719 2.9663 -0.4406 0.815 -0.758 0.195 0.04
H -0.2109 -1.6383 0.3295 0.847 0.836 -0.270 0.12
H 0.2151 0.1562 0.5185 -0.037 -1.062 -0.635 0.09
H 2.2712 -0.1617 -1.0601 -0.432 -0.727 0.546 0.07
H 2.0334 -1.9900 -0.9034 -0.418 1.127 0.204 0.09
H -0.6985 -2.8508 4.2704 1.186 0.197 -1.021 0.14
```
Positions in Å, forces in eV/Å.

***

# 6
The following is a DFT calculation (ωB97M-V with the def2-TZVPD basis set) of one molecule with the formula C10H15P in a non-equilibrium geometry.

Calculated values
- E_LUMO: 0.031 Eh
- E_tot: -19899.9342 eV
- HOMO energy: -8.44 eV
- Net charge: 0
- Relative energy (zero: lowest compared OMol25 entry of this formula, charge and spin): 5.9 kcal per mole
- M: 166.2 g/mol
- SMILES: CC1=CP2C[C@@]1(C)C(C)=C2C
- Frontier orbital gap: 9.28 eV

```
26
Properties=species:S:1:pos:R:3:forces:R:3:lowdin_charge:R:1
C -1.2933 2.2165 -0.5578 1.800 1.945 -0.056 -0.05
C -0.6973 1.2819 0.4217 0.150 -0.006 -1.886 -0.34
C -1.2808 0.7840 1.4727 -3.059 0.497 3.071 -0.25
P -0.3048 -0.5762 2.2336 0.821 0.075 -0.668 1.02
C 1.2011 0.3317 1.5501 -0.395 0.255 0.739 -0.28
C 0.6194 0.5653 0.1132 1.335 0.749 0.874 -0.48
C 1.6186 1.3624 -0.7226 -1.456 2.654 -0.057 -0.05
C 0.2622 -0.8244 -0.3410 -1.268 -0.736 -1.001 -0.29
C 0.1340 -1.2123 -1.7819 -0.932 0.702 -0.206 -0.02
C -0.2235 -1.5824 0.6135 0.297 0.491 2.582 -0.40
C -0.6823 -2.9664 0.6841 -0.586 -2.124 1.907 -0.13
H -0.5403 3.0085 -0.7964 -0.265 -0.522 0.014 0.09
H -2.0552 2.8027 -0.1061 -1.193 0.109 0.249 0.07
H -1.5713 1.8385 -1.5303 -0.278 -0.585 -0.066 0.08
H -2.2969 1.1542 1.9615 2.180 -0.858 -1.428 0.11
H 2.0254 -0.3572 1.4643 0.495 -0.189 0.190 0.07
H 1.4966 1.2277 2.1989 -0.559 -0.965 -1.283 0.11
H 2.5927 1.0071 -0.9229 0.808 -1.355 -0.219 0.06
H 1.8659 2.2886 -0.1347 -0.451 -0.565 -0.418 0.10
H 1.1780 1.7592 -1.6722 0.364 -0.522 0.562 0.09
H -0.8126 -0.8435 -2.2972 1.066 0.056 0.823 0.11
H 0.0748 -2.2839 -1.9304 0.510 -0.185 0.045 0.07
H 0.9812 -0.7434 -2.2282 0.585 -0.134 -1.247 0.06
H 0.1106 -3.7226 0.7096 0.549 0.375 -0.356 0.07
H -1.2902 -3.2868 -0.1616 -0.554 0.045 0.288 0.07
H -1.1121 -3.2293 1.7600 0.035 0.793 -2.454 0.10
```
Positions in Å, forces in eV/Å.